Molecular formula: C5H12N2O
Method: DFT, ωB97M-V with the def2-TZVPD basis set

Geometry as ORCA input:
```
! RIJCOSX wB97M-V def2-TZVPD def2/J DEFGRID3
* xyz 0 1
C -1.156 -1.822 0.677
O -2.471 -2.358 0.406
C -0.600 -0.678 -0.139
C 0.565 0.210 0.575
C 1.380 0.995 -0.335
C 2.041 0.580 -1.449
N 1.461 2.310 0.160
N -1.808 0.095 -0.441
H -1.383 -1.316 1.639
H -0.413 -2.565 0.933
H -2.967 -1.872 -0.136
H -0.185 -1.081 -1.060
H -0.113 0.734 1.247
H 1.283 -0.378 1.225
H 2.705 1.030 -1.974
H 2.003 -0.389 -1.773
H 2.077 3.064 -0.180
H 1.439 2.177 1.183
H -2.289 0.241 0.386
H -1.570 1.024 -0.944
*
```

Calculated values
**SMILES string**: C=C(N)C[C@H](N)CO
**LUMO energy**: 0.0332 Ha
**Kohn-Sham gap**: 9.2 eV

Molecular formula: C5H12N2O
Method: DFT, ωB97M-V with the def2-TZVPD basis set

Geometry as ORCA input:
```
! RIJCOSX wB97M-V def2-TZVPD def2/J DEFGRID3
* xyz 0 1
C -0.036 0.191 1.423
C -2.043 -1.011 -0.980
C 0.200 1.666 1.677
N -1.148 0.148 -0.994
C 0.225 -0.153 -1.067
C 0.939 -0.248 0.059
N 2.306 -0.585 0.001
O 0.750 -0.247 -2.352
H 1.710 -0.161 -2.280
H -1.397 0.754 -1.772
H 2.526 -1.382 -0.580
H 2.713 -0.682 0.923
H 0.409 -0.440 2.191
H -1.098 -0.042 1.430
H -1.995 -1.590 -1.905
H -3.068 -0.660 -0.828
H -1.765 -1.666 -0.148
H -0.321 1.987 2.584
H 1.263 1.868 1.779
H -0.171 2.254 0.839
*
```

Calculated values
**SMILES string**: CC/C(N)=C(/O)NC
**LUMO energy**: 0.0323 Ha
**Kohn-Sham gap**: 8.2 eV

Molecular formula: C5H12N2O
Method: DFT, ωB97M-V with the def2-TZVPD basis set

Geometry as ORCA input:
```
! RIJCOSX wB97M-V def2-TZVPD def2/J DEFGRID3
* xyz 0 1
N 2.002 -0.645 -0.561
C 0.512 -0.627 -0.301
C 0.196 0.034 0.969
C -1.308 0.033 1.364
C 0.793 1.432 1.170
C -0.212 -0.101 -1.536
N -1.460 -0.576 -1.879
O 0.284 0.675 -2.341
H 2.172 -0.039 -1.362
H 2.206 -1.578 -0.904
H 0.268 -1.700 -0.249
H 0.657 -0.539 1.810
H -1.866 0.724 0.712
H -1.522 0.221 2.406
H -1.710 -0.933 1.031
H 0.695 2.119 0.332
H 0.253 1.840 2.047
H 1.882 1.342 1.291
H -1.922 -1.196 -1.229
H -1.923 -0.487 -2.767
*
```

Calculated values
**SMILES string**: CC(C)[C@H](N)C(N)=O
**LUMO energy**: 0.0288 Ha
**Kohn-Sham gap**: 10.5 eV

Molecular formula: C5H12N2O
Method: DFT, ωB97M-V with the def2-TZVPD basis set

Geometry as ORCA input:
```
! RIJCOSX wB97M-V def2-TZVPD def2/J DEFGRID3
* xyz 0 1
C 0.947 2.099 -1.210
N -0.062 1.012 -1.137
C -1.325 1.539 -0.488
C 0.468 -0.111 -0.402
C -0.775 -1.017 0.041
N -0.564 -2.082 0.908
C 0.707 -2.247 1.653
O -1.970 -0.886 -0.253
H 1.621 2.163 -0.388
H 0.331 2.936 -1.657
H 1.586 1.723 -2.085
H -1.244 1.369 0.652
H -2.302 1.036 -0.804
H -1.281 2.636 -0.724
H 1.312 -0.555 -0.950
H 0.868 0.097 0.577
H -1.324 -2.683 1.169
H 0.627 -3.243 1.924
H 0.902 -1.410 2.433
H 1.480 -2.375 0.742
*
```

Calculated values
**SMILES string**: CNC(=O)CN(C)C
**LUMO energy**: 0.0287 Ha
**Kohn-Sham gap**: 9.4 eV

Molecular formula: C5H12N2O
Method: DFT, ωB97M-V with the def2-TZVPD basis set

Geometry as ORCA input:
```
! RIJCOSX wB97M-V def2-TZVPD def2/J DEFGRID3
* xyz 0 1
C 2.228 -0.123 0.582
O 2.024 0.471 -0.659
C 0.933 -0.401 1.459
C -0.211 0.620 1.079
C -0.983 0.134 -0.066
C -0.760 0.582 -1.327
N -1.505 0.387 -2.493
N -1.857 -0.871 0.370
H 2.892 0.657 1.040
H 2.672 -1.102 0.555
H 1.421 0.004 -1.199
H 1.248 -0.411 2.451
H 0.531 -1.450 1.286
H 0.207 1.646 0.887
H -0.802 0.499 2.005
H 0.160 1.107 -1.377
H -1.020 0.267 -3.338
H -2.432 0.047 -2.165
H -2.440 -0.544 1.139
H -2.307 -1.521 -0.230
*
```

Calculated values
**SMILES string**: N/C=C(\N)CCCO
**LUMO energy**: 0.0327 Ha
**Kohn-Sham gap**: 8.1 eV

Molecular formula: C5H12N2O
Method: DFT, ωB97M-V with the def2-TZVPD basis set

Geometry as ORCA input:
```
! RIJCOSX wB97M-V def2-TZVPD def2/J DEFGRID3
* xyz 0 1
C 0.010 -2.163 0.950
C 0.998 -0.987 1.009
C 0.535 0.285 0.384
C 1.335 1.088 -0.302
N 0.916 2.358 -0.766
C 1.252 2.742 -1.910
N -0.827 -2.163 -0.279
H -0.682 -2.053 1.790
H 0.491 -3.138 1.056
H 1.225 -0.828 2.062
H 1.920 -1.344 0.547
H -0.493 0.600 0.533
H 2.394 0.896 -0.444
H 1.771 2.144 -2.665
H 1.019 3.747 -2.255
H -0.542 -1.392 -0.879
H -0.638 -2.987 -0.837
H -3.657 -0.102 1.539
H -2.473 -0.761 0.814
O -3.227 -0.173 0.680
*
```

Calculated values
**SMILES string**: C=N/C=C/CCN.O
**LUMO energy**: 0.0328 Ha
**Kohn-Sham gap**: 9.8 eV

Molecular formula: C5H12N2O
Method: DFT, ωB97M-V with the def2-TZVPD basis set

Geometry as ORCA input:
```
! RIJCOSX wB97M-V def2-TZVPD def2/J DEFGRID3
* xyz 0 1
C -0.189 0.848 0.968
C 0.268 0.227 -0.323
C -0.253 -1.179 -0.319
C -0.611 -2.003 -1.530
C -0.073 -1.803 1.003
N -1.339 -1.245 0.683
N -0.143 2.221 0.875
H 0.393 0.501 1.835
H -1.295 0.534 1.073
H 1.287 0.439 -0.666
H -0.324 0.730 -1.101
H -1.488 -2.587 -1.306
H -0.702 -1.397 -2.415
H -0.114 -2.875 1.133
H 0.355 -1.274 1.865
H 0.664 2.606 0.213
H 0.185 -2.685 -1.722
H 2.049 3.499 -1.130
H -0.170 2.701 1.767
O 1.501 2.744 -0.902
*
```

Calculated values
**LUMO energy**: -0.1085 Ha
**Kohn-Sham gap**: 5.1 eV

Molecular formula: C5H12N2O
Method: DFT, ωB97M-V with the def2-TZVPD basis set

Geometry as ORCA input:
```
! RIJCOSX wB97M-V def2-TZVPD def2/J DEFGRID3
* xyz 0 1
C -0.897 -0.243 1.762
C -1.140 -0.899 0.445
C -0.956 1.045 -1.238
C 1.020 -0.450 -0.761
C -0.311 -0.130 -0.559
N 1.784 0.288 -1.685
N 1.638 -1.340 0.042
O -1.352 1.010 1.981
H -1.463 1.484 1.146
H 1.483 1.235 -1.852
H 2.779 0.259 -1.520
H 1.370 -0.848 1.332
H 2.631 -1.422 -0.152
H -0.918 -0.811 2.679
H 0.748 -0.469 1.980
H -2.210 -0.870 0.197
H -0.800 -1.933 0.498
H -0.628 2.021 -0.844
H -0.733 1.060 -2.308
H -2.045 1.011 -1.142
*
```

Calculated values
**LUMO energy (alpha / beta)**: 0.0175 / 0.0175 Ha
**Kohn-Sham gap (alpha / beta)**: 7.6 / 7.6 eV

Quick rundown of energy relative to the best compared isomer or geometry (same formula, charge and spin), same order as above: 85.0, 61.4, 21.9, 80.4, 70.1, 63.1, 193.9, 115.9 kcal per mole